Record 1
The following is a quantum chemistry calculation of C24H29N5OS2 as an isolated structure at a distorted geometry, from OMol25.

```
61
Properties=species:S:1:pos:R:3:forces:R:3
C -3.29436 4.28861 -3.96721 -7.1 5.9 7.8
C -3.01023 3.82674 -2.68900 2.3 -5.1 6.2
C -2.10414 2.76700 -2.61600 1.8 -1.3 3.9
C -1.73400 2.21992 -1.25813 0.8 0.7 -1.5
C -2.26403 2.79170 -0.11423 0.8 -5.0 1.2
C -3.30727 3.62510 -0.18002 3.6 -1.9 -3.9
C -3.59034 4.11749 -1.31484 -2.1 5.1 -11.9
H -4.23576 4.98317 -1.73381 -0.1 -1.1 2.6
H -3.78624 3.99204 0.50774 -4.6 3.3 8.0
C -2.12632 2.10492 1.23231 3.6 -2.3 -0.6
H -3.06390 1.85000 1.72717 0.2 0.7 0.2
H -1.58112 0.96297 1.03691 -1.3 3.4 0.9
S -0.82869 3.27793 2.19548 -2.8 -2.4 0.0
C 0.46081 2.86091 1.05235 2.6 3.0 3.7
C 1.10199 1.57100 1.09279 -3.4 0.7 -0.9
N 0.81622 0.52618 0.36440 -2.8 5.3 -7.4
N 1.35641 -0.44318 0.83523 0.5 -11.4 -3.0
C 1.82489 -0.34860 1.98252 0.0 2.7 1.8
N 1.56693 1.01669 2.10393 6.1 -1.3 13.3
C 1.91529 1.53402 3.52486 1.3 2.2 -4.4
H 2.48611 0.88772 4.11191 0.3 -1.8 0.5
H 1.04520 1.88964 3.97630 -1.2 0.7 0.8
H 2.66319 2.30713 3.24557 -0.7 0.3 0.9
S 2.53153 -1.64537 2.98756 0.9 1.4 -2.2
C 4.16715 -1.90964 1.56605 0.9 0.1 10.7
H 4.28065 -2.88262 2.03829 0.6 -0.5 -0.5
H 4.94992 -1.11957 2.28391 -2.4 -2.3 -3.3
C 3.76420 -1.73923 0.21627 2.9 -0.6 10.6
O 4.33004 -0.80313 -0.07500 4.3 9.8 -7.6
N 3.05913 -2.60054 -0.21252 -6.4 -4.8 -9.3
C 2.43198 -3.77043 0.25625 0.6 -0.5 6.9
H 3.27386 -4.51093 0.49166 -1.5 0.4 -0.4
C 1.24816 -4.23012 -0.54158 3.7 1.6 -3.3
N 0.61112 -3.05369 -0.95614 -3.0 2.9 -0.5
C -0.48747 -2.57423 -0.27339 -2.3 -2.7 0.2
C -1.48967 -1.74887 -1.08663 4.8 -0.4 0.9
C -2.37105 -1.04346 -0.43828 -1.7 -4.9 7.1
C -2.95640 -1.63666 1.13826 13.8 -5.6 -10.7
C -1.99318 -2.50348 1.58622 -3.6 -2.1 4.0
C -0.90808 -3.18346 0.96058 -2.6 5.9 -4.5
H -0.39701 -3.66622 1.64285 3.2 -2.8 2.5
H -2.29675 -3.01100 2.74782 1.1 1.5 -3.2
H -3.57715 -1.16579 1.55264 -9.1 6.6 6.1
H -3.01188 -0.36573 -0.69411 -3.2 4.1 -2.5
H -1.05019 -1.41783 -2.03478 -0.7 -0.2 0.1
C 1.23780 -2.08534 -1.89459 2.2 -3.5 -0.6
H 1.02306 -1.09989 -1.56148 -0.8 0.9 -0.3
C 2.76037 -2.28184 -1.58470 -4.0 -8.4 -2.0
H 3.18949 -3.31677 -2.37554 -1.4 2.3 2.5
H 3.38877 -1.71872 -2.01358 4.3 5.4 -2.4
H 1.06427 -2.41789 -3.02641 0.1 1.3 2.3
H 0.64991 -4.88094 -0.02666 -1.5 -1.5 1.2
H 1.60961 -4.64870 -1.52189 -0.2 -0.5 1.0
H 1.96365 -3.34481 1.43766 1.3 -1.7 -3.4
H 1.14253 3.69001 1.58971 -0.5 -1.5 -2.3
H 0.06426 3.06535 0.13325 -0.1 1.0 -2.6
H -0.91172 1.40904 -1.13525 -1.6 1.4 -0.4
H -1.42534 2.24268 -3.30860 -1.0 0.8 -0.7
H -3.43582 5.31579 -4.01074 -0.1 2.3 0.0
H -2.66949 4.08800 -4.53282 11.2 -3.2 -9.2
H -4.07091 3.95694 -4.44055 -5.4 -2.4 -2.0
```
Forces are in eV/Å.

For the HOMO-LUMO gap, the calculation gives 0.26927 Ha. As for the total charge: 0. Its HOMO energy is -7.231 eV. Its LUMO energy is 0.004 Eh.

Record 2
The following is a quantum chemistry calculation of one molecule with the formula C5H9NOS at a distorted geometry, from OMol25.

```
17
Properties=species:S:1:pos:R:3:forces:R:3
C -0.96933 -0.64413 -0.64381 -1.8 -0.5 -1.5
C -1.18246 0.90513 -0.50296 -0.8 -0.8 4.3
C 0.50129 0.03176 0.81535 -0.7 3.1 1.4
C 1.65981 -0.77848 0.48438 2.8 -1.8 1.1
C 0.54751 -0.67552 -0.50595 -1.4 -0.7 -0.4
H -2.77285 -1.05902 0.42235 4.8 -1.8 -1.3
H -1.23391 -0.81973 -1.67420 -0.3 -0.7 -0.6
H -1.21510 1.32110 -1.43096 0.5 1.4 -2.7
H -2.11990 1.31056 0.02065 0.8 -1.2 -0.8
H -0.48475 1.62890 1.27720 0.7 0.7 -1.6
H -0.20425 -0.27852 1.70199 1.7 -0.6 -2.0
H 1.85625 -1.62999 1.23537 -0.5 1.2 -1.5
H 3.12227 1.11622 -0.19985 0.2 -1.6 -0.1
H 0.92022 0.01188 -1.31201 -0.4 -0.4 1.0
N -0.03328 1.34968 0.36728 -0.1 0.2 2.4
O -1.75034 -1.51321 0.19341 -3.6 2.2 1.1
S 3.35880 -0.27663 -0.24825 -1.8 1.3 1.0
```
Forces are in eV/Å.

For the HOMO-LUMO gap, the calculation gives 0.34137 Ha. As for the total charge: 0. As for the SMILES: O[C@H]1CN[C@@H]2[C@H](S)[C@H]21. Its HOMO energy is -8.744 eV. Its LUMO energy is 0.020 Eh.

Record 3
The following is a quantum chemistry calculation of H4O6RbS as an isolated structure at a distorted geometry, from OMol25.

```
12
Properties=species:S:1:pos:R:3:forces:R:3
Rb 24.71275 5.91037 12.03035 0.7 0.2 -0.9
S 26.98787 6.45838 9.02183 0.3 -2.4 -2.9
O 26.48117 6.55985 7.64314 0.0 -0.2 -0.2
O 28.20686 7.15831 9.20416 2.7 2.4 0.5
O 25.93851 6.98268 9.88682 -2.9 0.8 2.9
O 27.22866 5.06573 9.43406 -0.6 -1.5 0.5
O 25.13039 9.17744 10.67897 -1.4 2.0 1.3
H 25.25539 8.29622 10.32675 1.1 -1.3 -1.2
H 25.48304 9.13290 11.56773 0.3 0.1 0.0
O 23.30833 4.82273 14.37022 0.2 0.1 0.0
H 22.39058 5.09097 14.41524 -0.3 0.1 0.1
H 23.27537 3.88677 14.17243 0.0 -0.4 0.0
```
Forces are in eV/Å.

For the HOMO-LUMO gap, the calculation gives 0.13412 Ha. As for the total charge: -1. Its HOMO energy is -2.745 eV. Its LUMO energy is 0.033 Eh.

Record 4
The following is a quantum chemistry calculation of a 2-piece molecular cluster, C23H25F2 overall at a distorted geometry, from OMol25.

```
50
Properties=species:S:1:pos:R:3:forces:R:3
C -2.36628 -2.89020 -4.03041 -0.4 -0.2 -0.2
C -1.48678 -2.80676 -2.83450 -0.7 -0.3 0.4
C -0.50142 -1.85426 -2.75119 0.2 0.5 -0.6
C 0.54796 -1.97912 -1.84822 -0.9 0.8 0.7
H 0.42429 0.07779 -0.32632 0.1 -1.1 -0.3
C 0.43676 -2.84819 -0.74290 0.4 -0.8 0.6
C 1.39891 -2.74577 0.41228 0.2 -0.1 0.2
C -0.58775 -3.74416 -0.70218 -0.8 0.1 -0.2
C -1.66481 -3.80885 -1.73382 1.4 0.3 -0.4
H -3.13216 -3.67222 -3.93094 0.2 0.3 0.0
H -2.86168 -1.93792 -4.26829 0.2 -0.2 0.1
H -1.74241 -3.14821 -4.90083 -0.2 0.1 0.2
H -0.54070 -0.98400 -3.41087 0.3 -0.5 -0.2
H 1.37368 -1.25324 -1.86818 -0.3 -0.5 -0.2
H 2.08677 -1.90994 0.26506 0.0 -0.1 0.1
H 0.84720 -2.56707 1.34803 0.2 0.0 -0.3
H 1.97795 -3.66946 0.55110 -0.1 0.3 -0.1
H -0.68723 -4.41566 0.14795 0.0 0.1 -0.1
H -2.66115 -3.71580 -1.24236 0.4 0.1 -0.4
H -1.67585 -4.81799 -2.19099 -0.1 0.2 0.2
C 5.39985 1.80742 2.63903 0.7 0.0 0.2
C 4.16156 1.67281 1.84328 -0.6 0.0 -0.3
C 2.97557 2.21315 2.33564 0.1 0.2 0.3
F 3.00488 2.83498 3.56182 0.0 -0.5 -1.0
C 1.77188 2.15190 1.65843 0.1 -0.4 -0.5
C 1.72631 1.44949 0.44418 0.7 0.2 0.6
C 0.46422 1.14631 -0.29475 -0.2 0.4 -0.6
C -0.88477 1.53342 0.22992 -0.3 -0.4 0.1
C -1.20603 1.52066 1.59254 -0.1 0.2 -0.3
C -2.47689 1.93630 1.95463 0.1 -0.2 0.5
F -2.77375 2.10599 3.28162 0.3 -0.3 -0.9
C -3.48109 2.17965 1.03462 0.4 0.3 -0.3
C -4.80088 2.64298 1.51069 -0.6 0.1 0.1
C -3.17845 2.05076 -0.32504 0.0 -0.4 0.5
C -1.89723 1.69971 -0.71569 0.0 0.2 0.1
C 2.91167 0.90270 -0.08021 -0.2 0.2 0.3
C 4.11686 1.03512 0.59115 0.1 0.2 0.5
H 6.25586 1.49493 2.03997 0.0 0.1 0.1
H 5.54201 2.84700 2.95109 0.1 -0.2 0.0
H 5.36867 1.18446 3.54122 0.0 0.2 -0.1
H 0.88256 2.60478 2.07458 0.2 0.1 0.0
H 0.55185 1.48880 -1.34559 0.0 -0.1 0.5
H -0.49811 1.16450 2.33542 -0.2 0.4 0.0
H -5.49547 2.65598 0.67182 -0.1 0.1 0.1
H -5.19302 1.98302 2.29024 0.0 0.2 -0.1
H -4.71507 3.65641 1.91605 -0.2 -0.2 0.0
H -3.97357 2.20390 -1.04946 0.1 0.0 0.0
H -1.67766 1.50725 -1.76422 0.0 0.4 0.1
H 2.88359 0.37063 -1.02987 0.0 0.1 0.1
H 5.04934 0.64602 0.16448 -0.4 0.1 0.2
```
Forces are in eV/Å.

For the HOMO-LUMO gap, the calculation gives 0.18655 Ha. As for the total charge: +1. Its HOMO energy is -10.939 eV. Its LUMO energy is -0.215 Eh.

Record 5
The following is a quantum chemistry calculation of C5H6N2O as an isolated structure at a distorted geometry, from OMol25.

```
14
Properties=species:S:1:pos:R:3:forces:R:3
C -0.95028 -0.05737 -0.61555 -0.9 -3.2 -2.9
C -0.72428 0.78352 0.32622 -3.2 5.4 5.2
C 0.66064 0.89098 0.75748 4.0 1.4 -1.0
C 1.32250 -0.33127 -0.11707 1.1 0.8 3.3
C 0.18702 -1.06834 -0.68476 0.0 3.0 1.8
H -2.65242 0.46754 -1.98926 2.1 -2.5 3.1
H -1.48730 -0.80556 -2.53859 -2.5 1.2 4.5
H -1.56862 1.38676 0.92399 2.0 -1.1 -1.9
H 2.47581 -0.19326 -0.30158 -2.6 -1.1 0.2
H -0.04060 -0.96586 1.29450 1.1 -1.8 -0.8
H 0.21796 -1.66019 -1.51975 0.3 -1.7 -1.7
N -2.08595 -0.38235 -1.38426 0.9 1.2 -7.1
N 0.58774 -1.55555 0.65017 0.5 1.9 -0.6
O 1.32113 1.75384 1.40893 -2.9 -3.4 -2.1
```
Forces are in eV/Å.

For the HOMO-LUMO gap, the calculation gives 0.33514 Ha. As for the total charge: 0. Its HOMO energy is -9.330 eV. Its LUMO energy is -0.008 Eh.

Record 6
The following is a quantum chemistry calculation of C5H4O3S2 as an isolated structure at a distorted geometry, from OMol25.

```
14
Properties=species:S:1:pos:R:3:forces:R:3
C 1.39088 -0.62547 -1.29636 1.1 2.3 0.6
C 0.77761 -1.93429 0.10866 -0.8 0.8 1.1
C 0.06926 0.66419 0.72767 -0.5 -2.9 1.9
C -1.05272 1.57682 0.28936 0.2 -0.4 -1.9
C 0.50695 -0.46959 -0.11012 -2.5 -0.6 -1.1
O 2.01712 0.12977 -1.98119 -0.8 -0.8 -0.2
O 0.46071 -2.75764 0.91133 1.1 0.5 -1.5
O 1.59524 -1.95290 -1.09275 -0.3 -2.0 0.4
S -2.49717 0.48187 0.28305 -0.2 0.9 0.7
S -1.84139 -0.81349 -1.00875 1.7 -0.3 -0.5
H 0.92903 1.18137 1.07643 0.8 0.9 0.2
H -0.37755 0.13316 1.66936 1.0 0.9 -1.3
H -1.07912 2.25368 1.08040 -0.9 1.5 1.3
H -0.89884 2.13253 -0.65709 -0.1 -0.6 0.4
```
Forces are in eV/Å.

For the HOMO-LUMO gap (alpha / beta), the calculation gives 0.24159 / 0.25220 Ha. As for the total charge: 0. Its HOMO energy (alpha / beta) is -8.761 / -8.943 eV. Its LUMO energy (alpha / beta) is -0.080 / -0.076 Eh.